1.
# C39H61BiF5N6P2S2Si3

A molecular structure, C39H61BiF5N6P2S2Si3 in a non-equilibrium geometry (ωB97M-V/def2-TZVPD, OMol25).

The geometry in ORCA input format:
```
! wB97M-V def2-TZVPD RIJCOSX def2/J DEFGRID3
* xyz 1 1
Bi 11.74463 17.48275 12.57675
C 15.17091 14.12307 11.71460
Si 14.28534 15.72575 11.30190
C 12.58841 14.97731 10.78434
C 14.84844 16.55811 9.69427
C 13.98847 16.98546 12.69688
Si 14.25809 16.19243 14.46594
C 12.82957 15.00412 14.79475
C 15.78123 15.18610 14.71507
C 14.30739 17.39608 15.91351
Si 14.94222 18.60365 12.89182
C 16.61541 18.60878 13.74746
C 15.23340 19.64544 11.39327
C 13.63715 19.65991 13.83036
C 14.04382 20.84894 14.43881
C 13.12912 21.81600 14.71000
C 11.81613 21.65632 14.37309
C 11.41295 20.42877 13.84221
N 12.34521 19.47182 13.53514
H 14.91833 13.42630 10.95122
H 14.80176 13.72474 12.65109
H 16.24297 14.23796 11.74337
H 12.73384 14.17972 9.99644
H 11.85699 15.57401 10.33386
H 12.10503 14.32776 11.55400
H 14.26181 15.99536 9.00990
H 15.89852 16.41423 9.46098
H 14.54864 17.59962 9.76102
H 12.81714 14.26621 13.98468
H 11.86214 15.44388 14.95223
H 13.04904 14.37657 15.65735
H 15.75158 14.14941 14.38512
H 16.08329 15.25278 15.76542
H 16.60533 15.54303 14.07115
H 13.48688 18.14093 16.05198
H 15.23800 17.94460 15.93559
H 14.28586 16.69145 16.72232
H 17.36797 18.28055 13.07804
H 16.61190 17.93474 14.60251
H 16.84652 19.63247 14.06875
H 15.80815 19.18010 10.59169
H 15.70334 20.62369 11.59090
H 14.25405 19.92662 10.92946
H 15.05978 20.98497 14.70409
H 13.39432 22.69956 15.21090
H 11.09038 22.44395 14.61776
H 10.40511 20.26255 13.59552
N 8.21918 18.31959 14.41037
N 8.29481 17.40290 15.47390
C 9.48583 17.21221 16.06790
N 9.55191 16.20376 16.97516
S 10.84166 18.16718 15.73875
H 7.64790 19.09181 14.76532
H 7.66719 17.88445 13.65163
H 7.47566 17.03344 15.90330
H 8.79472 15.49528 17.19326
H 10.35250 16.37343 17.58179
F 7.53136 15.73616 7.69816
C 8.44463 16.51779 8.25995
C 8.26521 16.85069 9.64379
F 7.13745 16.53578 10.28908
C 9.28269 17.61313 10.25088
F 9.09597 18.00021 11.51111
C 10.51602 17.91376 9.62484
S 11.85825 18.73386 10.38395
C 10.56376 17.62979 8.23396
F 11.75918 17.83765 7.59061
C 9.63134 16.95090 7.57909
F 9.96441 16.56130 6.38320
C 14.08643 8.78753 11.94665
P 13.18666 10.13933 12.83001
C 11.58384 9.50956 13.38074
N 11.50188 8.20276 13.71576
C 10.30113 7.66499 13.91960
C 10.25917 6.31844 14.25917
C 9.03001 5.72849 14.38089
C 7.85181 6.47583 14.14680
C 7.89690 7.82551 13.98540
C 9.14338 8.48877 13.88728
N 9.17416 9.82851 13.57950
C 10.39074 10.37217 13.31483
P 10.61739 12.08447 12.87092
C 10.28220 11.97722 11.04475
C 8.99525 12.92148 13.49983
C 9.03324 12.88945 15.02016
C 7.60911 12.42050 12.97890
C 9.01412 14.40679 13.04941
C 13.99887 10.29178 14.50356
C 13.95448 8.96538 15.31114
C 13.38643 11.42267 15.33708
C 15.52103 10.57104 14.19007
H 14.94804 8.56879 12.59155
H 14.35365 9.25621 11.04552
H 13.45349 7.84257 11.96093
H 11.23081 5.77780 14.40264
H 9.01547 4.63986 14.51980
H 6.88977 6.02050 14.33840
H 7.00814 8.40302 13.89358
H 9.90618 12.88536 10.68323
H 9.48887 11.22282 10.80478
H 11.11283 11.59531 10.42159
H 8.12674 13.34281 15.45921
H 9.85999 13.48009 15.39324
H 9.16978 11.87696 15.38066
H 7.38820 11.40102 13.27568
H 7.69260 12.43364 11.88424
H 6.83273 13.13980 13.21878
H 9.91399 14.93954 13.50902
H 8.08135 14.90806 13.48159
H 9.06795 14.59297 12.01267
H 13.03739 8.49080 15.51892
H 14.46009 9.11014 16.27505
H 14.64199 8.22026 14.87229
H 12.34480 11.14833 15.51001
H 13.35558 12.39389 14.75727
H 13.80799 11.51147 16.39307
H 16.03201 9.65945 13.83333
H 16.08394 10.98862 15.00572
H 15.57027 11.20664 13.25912
*
```

Summary:
- Kohn-Sham gap: 6.94 eV
- Molar mass: 1128.27 g mol⁻¹
- Energy relative to the best compared isomer or geometry (same formula, charge and spin): 0.0 kJ/mol
- Max |F|: 4.42 eV Å⁻¹
- Calculated total energy: -133676.477 eV
- LUMO level: -0.0975 Eh

=====

2.
# C7H32AgBN14O7

A molecular structure, C7H32AgBN14O7 in a non-equilibrium geometry (ωB97M-V/def2-TZVPD, OMol25).

The geometry in ORCA input format:
```
! wB97M-V def2-TZVPD RIJCOSX def2/J DEFGRID3
* xyz 0 3
Ag 1.73475 0.19607 0.83292
B 0.06517 -0.66319 -0.70262
H 1.11304 -0.91511 -0.75496
H -0.60613 -1.46818 -0.95869
H -0.14397 -0.41507 0.32643
H -0.10935 0.19843 -1.32824
C -0.32166 1.25004 3.33913
O 0.00509 1.06601 2.22999
N -0.37817 2.43573 3.85746
N -0.79234 0.36199 4.08861
H -0.87175 2.60498 4.72223
H 0.06260 3.12930 3.27028
H -0.89479 0.57755 5.07000
H -0.76687 -0.63268 3.91518
C 4.20359 0.24830 -1.64309
O 3.72077 -0.13758 -0.58198
N 5.18835 1.01148 -1.62079
N 3.76765 0.17328 -2.89286
H 5.50189 1.26046 -0.69353
H 5.62783 1.42960 -2.42834
H 4.40071 0.21439 -3.67876
H 3.13892 -0.61476 -2.95451
C 1.48520 3.01118 -0.93160
O 1.63398 2.23653 -0.05113
N 2.15983 4.19548 -0.96778
N 0.48100 2.96338 -1.72756
H 2.92300 4.40217 -0.33933
H 1.98242 4.86302 -1.70467
H -0.23475 2.25165 -1.69224
H 0.31205 3.59611 -2.49647
C -2.51475 -3.87042 1.04276
O -1.65489 -4.65562 1.01344
N -3.28770 -3.55512 2.02978
N -2.42944 -2.76156 0.44693
H -3.76319 -2.66495 2.06989
H -2.97990 -4.04492 2.85770
H -3.11852 -2.03802 0.59445
H -1.56618 -2.65138 -0.06566
C 1.58180 -3.26271 1.11661
O 1.65921 -2.12742 1.67516
N 1.30608 -3.35299 -0.18036
N 1.89603 -4.47064 1.58679
H 1.00412 -2.45605 -0.53309
H 1.07064 -4.22735 -0.62776
H 2.23386 -4.34610 2.53044
H 1.51857 -5.33682 1.22992
C -1.90677 0.39259 -3.54743
O -2.26506 1.11031 -4.48003
N -0.76808 -0.21016 -3.65138
N -2.57932 0.04793 -2.52101
H -0.10170 0.07975 -4.35279
H -0.56556 -0.84752 -2.89450
H -3.46608 0.47325 -2.29113
H -1.90582 -0.19574 -1.80888
C -3.21791 2.07230 0.79055
O -4.31530 2.16559 0.26965
N -2.84627 1.16673 1.60548
N -2.28169 2.90767 0.47069
H -1.86204 1.05708 1.80390
H -3.45175 0.38103 1.79570
H -1.31730 2.77689 0.74080
H -2.49302 3.61374 -0.21988
*
```

Summary:
- Kohn-Sham gap (alpha / beta): 3.91 / 6.26 eV
- Molar mass: 543.10 g mol⁻¹
- Expectation value of S²: 2.0025
- Max |F|: 9.15 eV Å⁻¹
- Calculated total energy: -47641.820 eV
- LUMO level (alpha / beta): 0.0130 / -0.0920 Eh